{
  "formula": "C36H60Cl12O18",
  "method": "ωB97M-V/def2-TZVPD",
  "smiles": "C[C@H]1COC(=O)O1.C[C@H]1COC(=O)O1.C[C@H]1COC(=O)O1.C[C@H]1COC(=O)O1.C[C@H]1COC(=O)O1.C[C@H]1COC(=O)O1.ClCCCl.ClCCCl.ClCCCl.ClCCCl.ClCCCl.ClCCCl",
  "homo_energy_ev": -10.67,
  "lumo_ev": -0.01,
  "charge": 0,
  "gap_ev": 10.66,
  "e_above_lowest_kj_mol": 77.1,
  "symbols": ["C", "C", "C", "O", "C", "O", "O", "H", "H", "H", "H", "H", "H", "C", "C", "C", "O", "C", "O", "O", "H", "H", "H", "H", "H", "H", "C", "C", "C", "O", "C", "O", "O", "H", "H", "H", "H", "H", "H", "C", "C", "C", "O", "C", "O", "O", "H", "H", "H", "H", "H", "H", "C", "C", "C", "O", "C", "O", "O", "H", "H", "H", "H", "H", "H", "C", "C", "C", "O", "C", "O", "O", "H", "H", "H", "H", "H", "H", "Cl", "C", "C", "Cl", "H", "H", "H", "H", "Cl", "C", "C", "Cl", "H", "H", "H", "H", "Cl", "C", "C", "Cl", "H", "H", "H", "H", "Cl", "C", "C", "Cl", "H", "H", "H", "H", "Cl", "C", "C", "Cl", "H", "H", "H", "H", "Cl", "C", "C", "Cl", "H", "H", "H", "H"],
  "xyz": [[-7.2758, -4.9130, -20.3065], [-5.9988, -4.2087, -19.9073], [-4.6891, -5.0026, -20.2289], [-3.9119, -4.0906, -21.0056], [-4.6607, -3.0117, -21.2597], [-4.2723, -2.0374, -21.9234], [-5.8223, -3.0336, -20.6255], [-8.1402, -4.2497, -20.3385], [-7.3847, -5.6581, -19.5184], [-7.3145, -5.4092, -21.2762], [-5.9919, -3.9840, -18.8407], [-4.8024, -5.9893, -20.6779], [-4.1783, -5.1948, -19.2854], [-7.0439, -0.6775, -24.6887], [-6.8633, -2.1964, -24.6040], [-7.5447, -2.9496, -23.4740], [-8.4454, -3.8927, -24.0850], [-8.4106, -3.7511, -25.4300], [-9.0648, -4.4205, -26.2286], [-7.5209, -2.7680, -25.7459], [-6.7132, -0.3331, -25.6686], [-6.5119, -0.1089, -23.9260], [-8.1090, -0.4586, -24.6137], [-5.7930, -2.3739, -24.4990], [-8.1534, -2.3218, -22.8233], [-6.8205, -3.4246, -22.8123], [-8.3163, 2.5938, -24.5766], [-6.8748, 2.6880, -24.1171], [-6.1477, 3.9859, -24.2452], [-5.5186, 4.2561, -23.0028], [-5.9422, 3.3208, -22.1445], [-5.5710, 3.2521, -20.9526], [-6.8207, 2.4440, -22.7407], [-8.9438, 3.1015, -23.8441], [-8.6523, 1.5571, -24.5999], [-8.3309, 2.9217, -25.6160], [-6.3091, 1.9026, -24.6184], [-6.9416, 4.6896, -24.4950], [-5.4205, 3.9348, -25.0555], [-12.7477, 2.6604, -21.7123], [-13.5896, 1.9838, -22.8011], [-14.5523, 0.9210, -22.2811], [-15.7513, 1.1426, -22.9963], [-15.6892, 2.3734, -23.5842], [-16.5790, 2.9340, -24.1893], [-14.4375, 2.8722, -23.3748], [-12.0804, 1.9344, -21.2478], [-13.4479, 3.0896, -20.9956], [-12.2031, 3.4710, -22.1964], [-13.0257, 1.5167, -23.6085], [-14.6454, 1.1029, -21.2104], [-14.0655, -0.0510, -22.3608], [-16.0473, -1.5624, -19.9019], [-15.2462, -1.2212, -18.6522], [-14.8093, -2.2781, -17.6187], [-13.4368, -2.3158, -17.6693], [-12.9402, -1.4540, -18.5594], [-11.8057, -1.2707, -18.9451], [-13.9947, -0.6809, -19.0255], [-15.6585, -2.4697, -20.3641], [-15.9591, -0.7001, -20.5628], [-17.1113, -1.7297, -19.7342], [-15.7627, -0.3657, -18.2169], [-15.2354, -3.2463, -17.8815], [-15.2024, -1.9551, -16.6547], [-9.0690, 0.9110, -15.5089], [-9.2348, -0.6553, -15.6992], [-7.8852, -1.3332, -16.1549], [-7.6088, -2.2392, -15.1000], [-8.5423, -2.1375, -14.1470], [-8.6223, -2.8112, -13.1340], [-9.4354, -1.2098, -14.4299], [-8.9252, 1.3139, -16.5114], [-8.2728, 1.1532, -14.8049], [-9.9870, 1.3350, -15.1019], [-10.0578, -0.9713, -16.3402], [-6.9812, -0.7246, -16.1755], [-7.9767, -1.8087, -17.1315], [-4.8074, 6.1470, -18.0661], [-4.5919, 4.8889, -16.8568], [-5.6853, 3.8308, -16.9458], [-7.2749, 4.4945, -16.4752], [-4.6451, 5.3855, -15.8879], [-3.5917, 4.4560, -16.8741], [-5.3808, 3.0655, -16.2318], [-5.7130, 3.2894, -17.8914], [-9.6761, -0.5341, -21.8222], [-9.1678, 0.6219, -20.5494], [-7.6783, 0.2682, -20.1789], [-7.2371, 1.2532, -18.7803], [-9.8823, 0.3910, -19.7593], [-9.3007, 1.6573, -20.8633], [-7.0005, 0.3914, -21.0236], [-7.7113, -0.8015, -19.9723], [-11.3189, 2.0948, -18.1078], [-11.7015, 3.8145, -17.9160], [-12.0941, 4.1451, -16.4210], [-10.7859, 3.9118, -15.2681], [-12.4196, 3.9760, -18.7200], [-10.8670, 4.3827, -18.3268], [-12.8630, 3.4998, -15.9963], [-12.4534, 5.1670, -16.2997], [-3.3909, 1.2530, -21.9078], [-3.5037, 0.8472, -20.0901], [-2.6258, 1.9058, -19.3757], [-3.0120, 1.7848, -17.5821], [-2.9629, -0.0899, -19.9576], [-4.5504, 0.6787, -19.8369], [-2.8905, 2.9366, -19.6112], [-1.5735, 1.8005, -19.6396], [-9.1913, 4.5663, -21.5164], [-8.3304, 4.9810, -20.0094], [-8.8623, 6.2910, -19.4103], [-8.0430, 7.7203, -20.1219], [-7.2463, 4.8687, -20.0241], [-8.6145, 4.1996, -19.3045], [-8.6934, 6.1802, -18.3392], [-9.9417, 6.4107, -19.5025], [-11.4982, -4.7034, -21.3569], [-11.8361, -3.0384, -21.8615], [-13.3737, -2.8124, -21.6660], [-14.2375, -3.2497, -23.1749], [-11.4629, -2.8279, -22.8638], [-11.1593, -2.4583, -21.2342], [-13.4818, -1.7352, -21.5394], [-13.8343, -3.3461, -20.8347]],
  "forces_ev_per_angstrom": [[-0.2, -0.2, 0.4], [0.3, -1.8, -0.3], [-0.2, -0.1, 1.4], [-0.5, -0.4, -0.3], [2.2, 3.5, -1.7], [-1.2, -2.9, 1.5], [-0.3, 1.2, -0.6], [0.0, 0.1, 0.5], [-0.6, -0.2, -0.2], [0.7, 0.0, -0.1], [-0.3, 0.2, 0.0], [-0.2, 0.3, -0.6], [0.3, 0.1, -0.1], [-0.6, -0.5, 0.0], [-0.3, 0.7, 0.4], [-0.6, 0.3, 1.0], [0.3, 0.0, -0.2], [-0.8, -1.3, -1.4], [1.9, 2.1, 2.2], [0.2, -0.5, -0.8], [0.1, -0.1, 0.0], [0.1, -0.4, 0.2], [0.0, 0.1, 0.1], [0.1, -0.5, -0.9], [0.1, 0.1, -0.1], [-0.2, -0.4, -0.4], [0.5, -0.2, 0.0], [0.0, -1.6, -0.5], [-0.7, 0.9, -1.6], [-0.5, -0.7, 0.0], [0.8, -0.8, 3.8], [-1.7, 0.2, -4.0], [1.2, 0.4, 2.3], [-0.1, 0.5, -0.6], [0.2, 0.0, 0.1], [-0.6, 0.5, 0.1], [0.1, -0.1, 0.0], [0.5, 0.9, 0.3], [0.1, 0.3, 0.2], [-0.5, -0.3, -1.1], [1.0, -1.8, 0.9], [1.4, 0.3, 1.1], [-0.3, -0.1, -0.2], [-0.8, 0.7, -0.7], [1.9, -1.3, 1.4], [-2.2, 2.6, -1.5], [0.0, 0.2, 0.1], [0.1, 0.0, 0.2], [0.3, 0.0, 0.3], [0.7, 0.2, 0.1], [-0.7, 0.0, 0.2], [-0.8, -0.2, -0.6], [0.3, -0.6, 0.2], [-0.6, 0.9, 0.0], [-2.9, 0.3, -0.4], [2.4, -0.5, 0.0], [-0.3, 1.9, -1.3], [-1.6, -0.8, 1.2], [2.0, -0.4, -0.6], [0.0, 0.2, -0.3], [0.0, -0.2, -0.2], [0.1, 0.1, 0.4], [-0.1, -0.2, 0.6], [0.2, -0.2, 0.2], [0.5, -0.3, 0.3], [-1.0, -1.7, -0.7], [1.9, 2.0, -0.2], [-0.2, 0.7, 0.1], [-0.1, -0.9, 0.1], [-0.4, -2.0, 2.5], [0.7, 1.0, -1.8], [-0.8, 0.1, 0.4], [0.3, 0.4, 0.2], [0.2, -0.2, -0.3], [0.0, -0.2, -0.1], [0.0, 0.4, -0.1], [-0.4, 0.7, -0.3], [-0.1, -0.4, 0.2], [0.2, 0.3, -0.5], [-0.4, -0.1, 0.7], [1.2, -0.3, 0.4], [0.1, -0.3, -0.2], [-0.2, 0.0, 0.0], [-0.2, -0.1, -0.6], [-0.4, 0.0, 0.3], [-0.3, 0.6, -0.2], [0.1, 0.5, -0.5], [0.9, -0.4, 0.3], [-2.1, -0.3, -0.8], [0.2, -0.2, 0.1], [0.5, 0.2, 0.3], [0.1, -0.2, -0.3], [0.0, 0.5, 0.2], [0.4, 0.1, 0.6], [0.2, -0.4, 0.1], [-0.1, 0.2, 0.5], [-0.5, -0.1, -1.1], [0.7, 0.2, 0.0], [-0.9, 0.3, 0.8], [0.4, 0.0, 0.8], [-0.2, -0.1, -0.8], [0.2, 0.0, -0.3], [0.0, -0.5, 1.1], [1.6, 0.3, -1.0], [-1.8, 0.4, 0.1], [0.7, -0.3, -0.7], [-0.3, -0.2, -0.3], [0.2, 0.8, 0.1], [-0.3, -0.2, -0.2], [-0.1, -0.4, 0.6], [0.4, 0.1, -0.3], [-1.0, 0.0, 1.3], [0.6, -0.7, -0.1], [-0.3, -0.3, 0.4], [0.0, 0.5, -0.7], [-0.2, -0.2, 0.0], [0.5, 0.6, 0.0], [0.1, 0.0, -0.5], [0.4, -0.7, -0.3], [-0.5, -0.2, 0.8], [1.6, 1.0, -0.9], [-0.1, 0.0, 0.3], [-0.5, -0.4, -0.2], [-0.9, 0.3, 0.4], [-0.3, -0.1, 0.2], [0.5, -0.1, -0.2]]
}



{
  "formula": "H27O14",
  "method": "ωB97M-V/def2-TZVPD",
  "homo_energy_ev": -6.34,
  "lumo_ev": 2.30,
  "charge": -1,
  "gap_ev": 8.64,
  "e_above_lowest_kj_mol": 329.6,
  "symbols": ["O", "H", "O", "H", "H", "O", "H", "H", "O", "H", "H", "O", "H", "H", "O", "H", "H", "O", "H", "H", "O", "H", "H", "O", "H", "H", "O", "H", "H", "O", "H", "H", "O", "H", "H", "O", "H", "H", "O", "H", "H"],
  "xyz": [[1.3816, 2.9689, -3.5840], [2.2814, 0.1544, 2.4630], [0.8443, -2.8078, -2.2143], [0.4117, 0.5557, 3.9116], [0.4903, 0.3043, -0.0116], [3.7855, 1.0953, -0.0081], [1.6149, -0.7153, 0.2271], [-0.3359, 2.0378, -2.8254], [-1.0598, 1.8331, -3.4525], [1.5178, -3.6783, 0.5616], [-0.8841, 2.2342, -4.2993], [1.4684, -2.7322, 0.4935], [2.2410, 3.0247, -3.1260], [1.6761, -2.9271, -1.8020], [-0.3681, 0.9964, 4.3468], [-4.2123, 2.3690, 2.0374], [-1.4283, -1.0456, -1.5475], [-4.1845, 2.3014, 1.0144], [2.0137, -1.3767, 2.1687], [-0.2416, 1.9280, 4.1434], [1.4372, 0.2027, 0.2417], [3.9727, 0.1834, 0.1431], [-3.8112, -1.9238, 1.6390], [-0.4813, -1.5269, 1.2390], [-0.4713, -0.7672, 1.8195], [2.8393, 0.9651, -0.2518], [-2.7850, 1.5904, 3.0550], [-2.4832, 0.7930, 2.6485], [-1.9496, 2.0514, 3.0905], [-2.0327, -0.5412, -0.9595], [-3.2689, 2.1342, 0.7815], [1.4907, 2.0403, -3.8710], [1.9047, -0.6978, 2.8993], [1.2252, -0.0814, -5.0670], [-1.5329, 0.2284, -0.6739], [-3.1269, -2.4519, 1.9939], [0.3910, -2.2045, 1.1019], [-2.1805, -2.2337, 1.8362], [2.0505, -0.3000, -4.5764], [0.1555, -2.9531, -1.5964], [1.6448, -1.0276, -3.9900]],
  "forces_ev_per_angstrom": [[1.3, -1.0, 0.2], [-0.9, -2.3, 0.9], [-0.4, 0.6, -3.1], [-0.9, 0.2, 0.5], [1.2, -0.7, 0.4], [-0.4, 0.8, -0.6], [-0.1, -2.3, -0.1], [-0.5, 0.3, -1.1], [-0.3, -0.7, 1.0], [0.1, -0.5, 0.2], [0.4, 0.4, 0.0], [0.3, 0.7, 0.3], [-0.4, 0.6, 0.0], [0.8, -0.1, 1.4], [1.2, -0.4, -0.7], [0.6, -0.4, -2.8], [-0.5, 0.6, 0.7], [-1.1, 0.6, 1.7], [-0.4, 0.6, 1.0], [0.2, 0.1, 0.2], [-1.6, 2.6, -0.7], [0.9, -1.0, 0.3], [-0.1, 1.2, -0.9], [-1.1, -0.7, -0.1], [0.8, -0.3, 0.4], [0.3, 0.6, 0.3], [0.0, 0.7, 0.5], [-0.2, -1.4, -0.3], [0.2, 0.4, 0.4], [0.1, -0.3, -0.9], [-0.1, 0.0, 0.3], [-0.4, 0.2, -0.2], [1.4, 1.6, -1.6], [0.9, 0.0, 0.1], [0.0, -0.2, -0.1], [0.9, -1.9, 1.5], [-0.1, 0.9, -0.2], [-0.7, 0.7, -0.8], [-2.3, -1.3, 0.8], [-0.4, -0.2, 1.5], [1.2, 1.3, -0.8]]
}



{
  "formula": "C24H43N2P3SSeSm",
  "method": "ωB97M-V/def2-TZVPD",
  "homo_energy_ev": [-16.61, -16.62],
  "s2": 8.7656,
  "lumo_ev": [-10.37, -9.98],
  "charge": 3,
  "gap_ev": [6.24, 6.63],
  "multiplicity": 6,
  "e_above_lowest_kj_mol": 0.0,
  "symbols": ["Sm", "P", "P", "P", "H", "C", "C", "H", "C", "C", "C", "C", "C", "C", "C", "C", "C", "H", "H", "H", "H", "H", "H", "H", "H", "H", "H", "H", "H", "H", "H", "H", "H", "H", "H", "H", "H", "H", "H", "H", "H", "H", "H", "H", "H", "H", "C", "C", "C", "C", "C", "C", "Se", "H", "H", "H", "H", "H", "H", "N", "C", "N", "C", "C", "C", "C", "C", "C", "S", "H", "H", "H", "H", "H", "H"],
  "xyz": [[0.8868, -0.5237, -0.4086], [-1.5330, -0.3390, 1.6489], [2.1165, -2.8679, -1.4791], [-1.5765, -0.8477, -1.8846], [0.3055, 4.2797, -0.7107], [-0.7674, 4.0424, -0.8384], [-1.5338, 3.8051, 0.2341], [-1.1357, 3.8966, 1.2593], [-1.0375, 0.3916, 3.2779], [-2.0173, -2.0188, 2.2284], [-3.2104, 0.4112, 1.5531], [2.7792, -2.7934, -3.1893], [3.5228, -3.3026, -0.3985], [0.9317, -4.2743, -1.3941], [-2.7812, 0.5167, -2.1385], [-2.6774, -2.2287, -1.3971], [-1.1972, -1.2904, -3.6381], [-1.1237, 3.9997, -1.8756], [-2.6053, 3.5756, 0.1634], [-0.4553, 1.3083, 3.1103], [-0.4296, -0.3114, 3.8662], [-1.9483, 0.6470, 3.8433], [-1.2301, -2.4631, 2.8466], [-2.2170, -2.6752, 1.3743], [-2.9301, -1.9356, 2.8236], [-3.1367, 1.4965, 1.4092], [-3.7267, 0.2182, 2.5035], [-3.8061, -0.0211, 0.7403], [3.4257, -3.6460, -3.5014], [3.3853, -1.8717, -3.2715], [1.9527, -2.7123, -3.9128], [4.0815, -4.2110, -0.6669], [3.1676, -3.4108, 0.6352], [4.2377, -2.4680, -0.4047], [1.3041, -5.2523, -1.7612], [0.0279, -4.0259, -1.9798], [0.6094, -4.4261, -0.3498], [-3.3423, 0.3589, -3.0734], [-2.2496, 1.4753, -2.2022], [-3.4946, 0.5803, -1.3093], [-3.2794, -2.5486, -2.2546], [-3.3486, -1.9322, -0.5817], [-2.0814, -3.0816, -1.0557], [-2.1337, -1.4280, -4.2015], [-0.5981, -2.2119, -3.6827], [-0.6124, -0.4786, -4.0968], [1.9226, 2.3082, -4.0252], [1.5416, 3.5930, -3.6536], [1.6440, 4.6451, -4.5820], [2.1600, 4.3842, -5.8583], [2.6414, 3.1133, -6.1951], [2.5322, 2.0687, -5.2542], [1.4666, 0.7334, -2.7210], [1.5370, 1.1908, -1.1660], [1.1712, 3.7776, -2.6547], [1.3164, 5.6561, -4.3130], [2.1912, 5.1897, -6.6012], [3.1012, 2.9471, -7.1807], [2.9256, 1.0821, -5.4959], [1.4810, -2.3266, 2.0349], [2.0007, -1.1130, 2.4979], [2.0019, -0.0312, 1.7238], [2.5083, 1.0688, 2.4454], [2.4065, 2.3884, 2.0247], [2.7607, 3.3955, 2.9383], [3.2057, 3.0711, 4.2250], [3.2722, 1.7389, 4.6298], [2.9026, 0.7343, 3.7549], [2.6251, -0.9735, 4.0933], [1.5035, -3.0366, 2.7576], [0.5096, -2.2922, 1.6614], [2.0163, 2.6257, 1.0235], [2.7053, 4.4380, 2.6395], [3.4943, 3.8580, 4.9147], [3.5641, 1.4480, 5.6304]],
  "forces_ev_per_angstrom": [[-1.1, -1.3, 1.8], [-0.2, 0.0, 1.3], [0.4, -1.2, -0.3], [-1.1, -0.3, -0.9], [-0.7, 0.0, 0.0], [0.3, -0.4, 0.4], [0.1, 0.0, 0.0], [-0.1, 0.0, -0.6], [0.2, 0.2, -0.2], [0.1, -0.2, -0.4], [0.0, 0.2, -0.6], [0.3, 0.1, -0.4], [0.3, 0.1, 0.3], [-0.3, -0.2, -0.1], [0.2, 0.4, 0.0], [0.1, -0.2, 0.2], [0.2, 0.0, 0.1], [-0.1, 0.1, 0.5], [0.5, 0.2, -0.1], [-0.1, -0.2, 0.2], [-0.2, 0.2, -0.2], [0.4, -0.2, -0.1], [-0.2, 0.0, 0.0], [0.0, 0.0, 0.2], [0.1, -0.1, 0.0], [0.0, -0.3, 0.0], [0.2, 0.0, -0.2], [0.1, 0.1, 0.2], [-0.6, 0.4, 0.5], [-0.2, -0.4, 0.0], [0.2, 0.0, 0.3], [-0.4, 0.2, -0.2], [0.1, 0.0, -0.4], [-0.1, -0.2, 0.0], [0.1, 0.7, 0.1], [0.4, -0.1, 0.2], [0.2, 0.1, -0.3], [0.2, 0.0, 0.3], [-0.2, -0.2, 0.0], [0.2, 0.0, -0.2], [0.0, 0.1, 0.2], [0.2, 0.0, -0.2], [-0.2, 0.0, -0.1], [0.4, 0.0, 0.2], [-0.2, 0.2, -0.1], [-0.3, -0.3, 0.0], [0.1, 0.8, 0.1], [-0.3, 0.2, 0.1], [0.2, -0.6, 0.0], [0.0, 0.0, -0.1], [-0.3, 0.1, 0.6], [0.1, -0.9, -0.1], [0.8, 1.8, -0.1], [0.9, 1.8, -2.6], [-0.1, 0.1, -0.1], [0.2, -0.5, 0.0], [0.1, -0.4, 0.4], [-0.3, -0.1, 0.7], [-0.1, 0.2, -0.1], [-0.7, 0.3, -0.3], [-0.3, 0.4, -0.5], [-0.1, -1.1, 0.5], [-0.7, -0.4, 0.2], [0.2, 0.5, 0.4], [0.0, -0.4, -0.5], [0.0, -0.4, -0.2], [0.1, 0.0, 0.4], [-0.2, 0.5, -0.6], [0.1, 0.7, -0.7], [0.0, -0.3, -0.2], [0.8, 0.1, 0.7], [0.3, 0.0, 0.5], [0.0, -0.2, 0.0], [-0.1, -0.1, -0.1], [0.1, 0.3, 0.1]]
}



{
  "formula": "C4H7NO",
  "method": "ωB97M-V/def2-TZVPD",
  "smiles": "O[C@H]1C[C@H]2N[C@@H]12",
  "homo_energy_ev": -9.12,
  "lumo_ev": 0.90,
  "charge": 0,
  "gap_ev": 10.01,
  "e_above_lowest_kj_mol": 309.8,
  "symbols": ["O", "C", "C", "C", "N", "C", "H", "H", "H", "H", "H", "H", "H"],
  "xyz": [[2.1437, 0.4089, 0.1852], [0.8717, 0.1698, -0.3440], [0.2366, -1.2024, -0.0891], [-1.1024, -0.4627, -0.1342], [-1.2206, 0.2113, 1.1485], [-0.4410, 0.8598, 0.0257], [2.2618, 1.3590, 0.3063], [0.8029, 0.3618, -1.4345], [0.4316, -1.5622, 0.9266], [0.4335, -1.9821, -0.8223], [-1.9432, -0.7046, -0.7682], [-2.1593, 0.6252, 1.1796], [-0.6336, 1.8671, -0.3437]],
  "forces_ev_per_angstrom": [[-0.1, 0.3, 0.2], [-0.3, 0.0, -0.2], [0.0, -0.1, -0.1], [-0.2, -0.4, -0.3], [0.3, 0.4, -0.1], [-0.2, 0.3, 0.4], [0.0, -0.1, 0.0], [0.7, -0.3, 0.2], [-0.1, 0.0, -0.2], [0.0, 0.1, 0.0], [-0.1, 0.0, 0.2], [0.5, 0.2, 0.0], [-0.6, -0.4, 0.1]]
}